15
Properties=species:S:1:pos:R:3 method="wB97M-V/def2-TZVPD" max_force_ev_per_a=0.24 lumo_ev=0.78 molar_mass_da=87.1 homo_energy_ev=-7.50 spin_multiplicity=1 gap_ev=8.28
C 1.261 0.050 0.250
C 1.384 1.537 -0.086
C -0.074 -0.493 0.311
N -1.699 -0.850 -1.443
N -0.918 -0.619 1.366
N -0.374 -0.853 -0.934
H -2.349 -0.381 -0.816
H -2.003 -1.799 -1.627
H -1.637 -1.329 1.364
H -0.608 -0.294 2.265
H 1.930 -0.255 1.058
H 0.819 -0.498 -1.160
H 1.171 2.195 0.768
H 0.701 1.821 -0.891
H 2.397 1.767 -0.424